Entry 1:
DFT (ωB97M-V with the def2-TZVPD basis set) results for a molecular structure, C43H50As2N8O7PSTl.

Values from the calculation:
ΔE to the lowest compared entry with this formula, charge and spin, eV: 0.000
Gap between HOMO and LUMO, eV: 7.7

Each line ends with the Mulliken charge.
Element x y z (Å)
H: 2.16917 -3.20013 -3.90881  0.392
H: 1.24016 6.72296 4.09854  0.404
H: 2.92881 0.27146 4.15869  0.284
C: -4.73975 -5.22648 -0.99390  -0.986
C: 0.56557 1.58886 -2.35167  0.435
C: -2.49138 -4.36551 -1.65598  -0.905
C: 6.25775 2.72929 -1.20497  0.557
H: -5.02319 -5.53081 -1.99989  0.356
C: -5.27709 1.27705 -1.12190  -0.684
H: 6.32703 -1.13796 -0.59417  0.528
C: -7.67942 -0.49214 0.88522  -0.890
As: 2.19051 0.35017 -0.22036  2.056
H: -1.98030 1.64581 -4.78578  0.492
H: 5.05947 4.46569 -0.84144  0.428
N: -4.12020 -2.73961 3.05541  0.367
C: -3.23381 -0.81261 3.57046  -0.783
N: -6.57097 -0.00622 0.07762  0.227
C: 0.79801 2.87469 3.72518  -0.124
C: 6.26211 1.34153 -1.14809  -0.872
H: 3.41634 -1.07231 -4.13657  0.646
C: -3.71591 -2.94266 -0.50085  -0.049
C: 2.73466 3.47955 -0.07855  -1.023
C: 3.90676 2.67940 -0.60917  0.017
H: -8.55980 0.10632 0.66867  0.351
C: 2.69597 -0.66756 -3.42350  -1.953
H: -2.70382 0.00574 4.03344  0.452
H: -0.31612 -2.53084 1.31003  0.090
H: -4.90848 -4.40102 4.04579  0.395
O: -0.29986 2.57783 0.66849  0.016
H: 2.92940 3.73750 0.96712  0.441
P: -5.13119 -2.32339 0.46784  -0.507
H: 2.21488 2.73116 5.30982  0.400
C: -5.40280 -0.66010 -0.21162  0.054
C: 2.37418 -1.71459 -2.38376  0.784
O: 2.56411 0.73293 3.39177  -0.666
C: -0.90699 1.63542 -2.82578  1.460
H: 1.10155 -5.41257 -3.46448  0.394
N: -2.57587 -2.32579 -0.73963  0.433
H: 4.90256 -1.44385 -1.59070  0.205
H: -1.98790 4.25214 0.28003  0.547
C: 5.07427 3.37995 -0.89771  -1.088
H: 2.04633 -1.37886 1.75426  0.238
H: -7.27876 1.95916 -0.39992  0.429
C: 0.22780 5.15734 3.04851  -0.401
H: -5.19547 -4.35670 2.30299  0.331
H: 1.79003 2.94553 -0.09538  -0.460
N: -3.76161 -0.69684 2.30697  -0.178
H: 1.77185 -4.62240 0.09554  0.363
C: 1.15271 2.97664 -4.27616  -0.453
H: 8.39139 2.87414 -1.47213  0.352
H: -3.17284 -2.54776 4.97044  0.462
H: 7.45350 3.89062 -2.56603  0.295
C: 2.15305 -2.52621 -0.11102  -0.237
C: -1.06003 1.94664 -4.30110  -1.013
H: 0.95382 -6.00399 -1.80203  0.385
H: -4.84432 2.09069 -1.68295  0.486
C: 3.89394 1.27775 -0.68708  0.764
S: -1.05040 3.11036 1.76785  0.745
H: -1.37996 0.69129 -2.55625  0.021
H: 3.12251 0.23371 -2.98783  0.011
C: 1.46551 2.52435 -3.05995  -0.654
H: 3.38387 -2.52025 1.63935  0.391
O: 0.61219 0.42457 5.31554  -0.855
C: 2.14428 -3.01219 -2.83788  -0.872
H: -0.80542 -2.94457 -1.77440  0.365
O: -1.96936 2.27565 2.47676  -0.650
H: 7.19629 0.81037 -1.30501  0.383
H: 1.86453 3.58149 -4.82467  0.457
H: 1.80322 -0.38238 -3.98679  0.354
C: -0.10226 2.60404 -4.94411  -0.640
H: -4.38041 -6.09688 -0.44667  0.343
O: -1.00640 -2.31079 1.94675  -0.416
C: 1.66365 3.40978 4.67200  -0.707
H: -3.58429 -4.76666 2.92173  0.284
C: -4.46742 -4.14894 3.08409  -0.967
C: 5.27315 -0.89445 -0.72450  -1.275
C: -1.57407 2.71281 -2.05066  0.074
C: 7.50438 3.50354 -1.54555  -1.623
H: -5.61476 -4.82758 -0.49122  0.341
C: 5.11423 0.60303 -0.87381  0.481
H: 2.60834 4.41499 -0.62729  0.409
H: -7.45072 -0.41586 1.94811  0.290
C: 2.32336 -1.45771 -1.00802  1.131
N: -2.07249 3.56434 -1.46213  -0.818
H: 2.51828 -6.02201 -2.61391  0.368
C: -6.48871 1.23211 -0.49541  -0.443
H: 7.63286 4.35684 -0.87745  0.376
C: -1.80678 -3.19939 -1.45612  -0.436
As: 0.81826 0.89342 3.75712  0.959
C: 1.59411 -5.45167 -2.49158  -1.841
H: 1.76507 -3.11639 1.93906  0.568
H: -0.60166 -1.58183 2.47368  0.263
H: 4.73538 -1.25925 0.15083  -0.042
H: -0.34278 5.81916 2.41304  0.506
C: 1.91759 -3.80610 -0.60737  -0.742
C: -4.27361 -1.87423 2.01189  0.256
H: 2.49222 5.17390 5.55643  0.392
H: -0.22563 2.85530 -5.99028  0.417
N: -3.70633 -4.20251 -1.05115  0.205
C: -3.45202 -2.06857 4.04641  -0.473
O: -1.82208 4.37304 1.24124  -0.545
C: 0.07140 3.78170 2.93122  0.226
H: -2.22664 -5.27923 -2.16317  0.564
C: 2.33045 -2.36513 1.38607  -2.233
H: 2.44025 2.71144 -2.63784  0.305
C: 1.87744 -4.06422 -1.97102  0.628
O: 0.02550 0.07610 2.54391  -0.092
C: 1.81712 4.78133 4.80617  -0.727
Tl: -1.80680 0.00966 0.48869  1.440
H: -7.89090 -1.53018 0.64283  0.333
N: -4.60568 0.09538 -0.93750  -0.171
C: 1.11080 5.65329 3.99299  -0.684
N: 0.87148 0.75688 -1.46399  -0.021

Entry 2:
DFT (ωB97M-V with the def2-TZVPD basis set) results for a molecular structure, C20H28BaF3O5S.

Values from the calculation:
ΔE to the lowest compared entry with this formula, charge and spin, eV: 0.000
Gap between HOMO and LUMO, eV: 5.5
Net charge: -1

Each line ends with the natural charge from an NBO analysis.
Element x y z (Å)
H: 5.92320 -0.54111 -1.72508  0.216
C: 1.29042 -1.66989 -1.81512  -0.438
C: -1.84441 0.33712 4.38321  -0.357
H: 5.53345 1.20864 -2.02618  0.217
H: 4.40215 1.88789 -4.19300  0.218
H: 5.72946 1.05947 -5.03459  0.207
O: 3.49362 -0.49904 -3.02892  -0.558
O: -0.21428 -0.46529 -0.44473  -0.601
C: 3.73501 -1.85605 -3.57277  -0.057
C: -3.58155 2.99335 2.05794  -0.328
O: -4.68269 0.60886 2.88785  -0.990
C: -0.56705 0.29067 3.75517  -0.400
H: 5.90494 -2.04524 -3.63833  0.207
C: -2.18719 3.06360 2.32240  -0.368
F: -7.37684 -1.98830 2.12718  -0.328
H: 5.14551 -1.54285 -5.21027  0.207
H: -1.72889 3.17161 3.30935  0.209
S: -5.70835 0.11331 1.94842  2.321
F: -7.13058 -0.86495 3.99427  -0.323
C: -0.09743 -1.69920 -1.19535  -0.067
C: -1.49465 3.02331 1.07795  -0.437
H: -4.37967 3.07643 2.79240  0.222
C: 5.81351 0.24771 -2.47834  -0.627
H: 0.56196 -1.41912 2.82059  0.191
H: 1.73883 -2.66530 -1.93741  0.211
C: -0.34371 -1.04820 3.30070  -0.430
H: 3.00735 -2.07522 -4.36450  0.185
Ba: -2.44145 0.12506 1.19651  1.820
H: 3.79819 -2.63830 -2.79921  0.184
H: -4.72610 2.89392 0.13973  0.214
C: -3.76376 2.91704 0.64685  -0.408
H: -0.25734 -2.57564 -0.53834  0.174
O: -6.79895 1.00748 1.64308  -0.947
H: -3.37474 -1.25999 4.73416  0.212
C: 4.71949 0.93400 -4.63018  -0.623
H: 6.78300 0.37176 -2.97684  0.210
C: -6.49613 -1.29675 2.88103  0.701
C: 5.10641 -1.51700 -4.13431  -0.469
H: -0.41144 3.08943 0.95080  0.197
H: -1.62362 -2.89823 3.51556  0.196
H: -2.28424 1.19590 4.88052  0.211
H: 2.79612 -0.04620 -1.42032  0.262
H: -0.92709 -1.68562 -1.91535  0.183
C: -1.49378 -1.82325 3.65718  -0.412
C: -2.47651 2.95009 0.03918  -0.432
H: 1.18188 -1.22438 -2.81470  0.209
H: 0.98346 1.21764 -0.70494  0.181
H: 4.06406 0.63093 -5.45190  0.214
F: -5.50101 -2.15055 3.26249  -0.331
H: 1.22336 0.36841 0.82471  0.202
C: -2.42120 -0.96206 4.31029  -0.354
O: -5.04989 -0.55848 0.80343  -1.060
C: 2.09119 -0.68133 -0.89414  -0.435
H: -2.28353 2.96503 -1.04076  0.197
H: 2.65399 -1.25551 -0.14443  0.197
C: 4.80772 -0.12783 -3.55199  0.277
H: 0.13181 1.12260 3.67351  0.202
C: 1.04795 0.20963 -0.25448  -0.074

Entry 3:
DFT (ωB97M-V with the def2-TZVPD basis set) results for 6 unconnected molecules or ions with the total composition C47H104N6O3.

Values from the calculation:
Gap between HOMO and LUMO, eV: 6.9
Net charge: +4

Each line ends with the Mulliken charge.
Element x y z (Å)
H: -1.79124 2.98307 -1.11588  0.346
C: 2.15974 -7.56417 1.59024  -0.585
H: -0.33524 1.08620 5.71054  0.181
C: 5.11750 3.39507 -4.79678  -0.391
C: -3.38644 4.05018 10.64079  -0.504
H: -2.44474 -4.09655 -4.38853  0.426
C: -4.65631 -1.96835 -4.27847  -0.700
H: 2.13433 -6.54212 1.21228  0.360
H: 6.09201 1.01964 -4.40801  0.287
H: -1.26644 -5.52597 2.28814  0.427
H: -0.80973 -3.15236 -8.89169  0.263
H: 2.05322 3.69927 0.66918  0.279
H: 7.06344 3.87053 -3.75972  0.468
H: -4.99568 -3.89947 -3.14039  0.313
H: -3.08689 -8.41993 0.55041  0.466
H: -4.76424 -6.34459 1.09423  0.415
H: 0.84213 5.40128 0.38770  0.495
H: -3.96326 4.08311 11.56507  0.303
H: -4.26349 -1.28689 -6.37463  0.403
H: -1.37755 -6.40434 3.81280  0.502
H: -2.42887 -2.81625 -7.65485  0.558
C: 7.59518 7.81131 -5.49326  -0.497
C: -0.75815 -5.17394 -7.96793  -0.769
H: 4.31257 3.72214 3.53730  0.392
C: 7.71093 4.74703 -6.30349  -0.904
C: 1.40693 3.71131 1.54683  -0.543
C: -1.82208 -6.29588 2.82349  -0.936
H: -2.18978 1.25804 11.74453  0.380
H: -3.88342 -5.07130 -4.67326  0.359
H: -5.71721 -2.06518 -4.50914  0.272
H: -4.46856 -1.10075 -3.64591  0.451
H: -1.16240 -9.11268 3.53815  0.287
H: -4.72112 -4.88088 -6.78533  0.387
H: -3.63591 -2.96706 -2.70455  0.291
H: 5.38986 5.74511 -6.85327  0.388
H: 8.53695 8.04817 -5.98830  0.327
H: 4.22497 3.98591 -5.00267  0.330
H: -5.76109 -3.49667 -6.24217  0.367
H: -1.73091 -0.86243 4.91407  0.370
H: 0.21422 -0.33329 6.51896  0.297
C: -3.79023 -1.78557 -5.52879  -0.613
C: -4.85164 -3.79899 -6.76142  -0.909
C: -2.06212 -8.68611 3.09468  -0.782
H: 1.46406 -8.78786 -0.23818  0.289
C: -3.50781 -4.04921 -4.62464  -0.634
C: 7.74066 6.54401 -4.61184  -0.678
C: -0.93721 0.66804 7.85371  -0.678
H: 0.41663 3.02793 -3.44463  0.351
H: -0.68178 -6.17478 -8.39286  0.396
H: 7.14071 3.87404 -6.62101  0.337
C: 2.30793 -8.63571 0.43475  -1.141
H: 0.82667 -8.72869 2.94638  0.380
H: -1.57443 -2.96222 -6.13174  0.364
H: -1.94974 -5.69233 -6.30480  0.359
H: -3.74217 -5.92085 3.72193  0.338
H: -2.98806 0.84872 8.15433  0.528
C: 6.46426 7.61868 -6.49165  -0.714
H: 7.24176 6.75538 -3.66605  0.341
C: -4.02943 -6.79994 1.75816  -0.633
C: -4.21921 -3.26945 -3.57428  -0.504
C: -1.92740 -0.36796 5.86537  -1.227
C: 6.21850 4.40100 -4.19879  -0.753
H: -3.42906 5.37126 2.12311  0.281
C: -1.60388 3.20772 1.57749  -0.729
H: 4.31157 2.88905 -2.73729  0.309
C: -0.63089 4.49784 -2.06237  0.154
H: 5.82571 4.97531 -3.35976  0.281
H: -2.81309 0.23970 5.67990  0.302
H: -2.85394 -5.42278 -7.70875  0.359
C: -1.25677 3.08549 9.88275  -0.815
C: 0.84226 -7.78627 2.39894  -0.590
H: -1.45217 3.51535 2.61211  0.417
H: 0.11572 5.48622 1.91466  0.628
H: -3.46903 2.85807 0.49180  0.313
C: 5.77588 6.30942 -6.00436  -0.602
C: -2.03291 -4.99185 -7.13577  -0.396
C: 4.61806 2.36183 -3.64073  -0.548
H: -0.36982 2.46660 10.01842  0.493
H: -2.33282 -1.17454 6.47625  0.383
C: -3.27163 4.89171 1.15701  -0.638
H: 4.06008 3.57854 1.82617  0.318
C: -2.17372 0.96268 10.69543  -1.013
O: -0.20001 -1.28896 -0.15593  -0.676
H: -0.18708 2.69085 -0.77266  0.492
H: 0.33867 4.97519 -1.92025  0.156
H: -4.36302 2.18685 10.32578  0.356
C: -1.90203 3.94671 10.99302  -0.660
H: 8.74537 6.19458 -4.37402  0.485
H: -3.19306 -4.81934 2.44975  0.369
N: -2.32218 2.02560 9.57516  0.319
O: -0.14644 -1.54901 -2.29955  -0.665
C: 5.70205 1.34371 -3.44312  -1.183
H: -1.61356 -4.44761 -9.80287  0.301
H: 8.61006 4.43391 -5.77281  0.368
H: -4.06538 3.09545 8.82284  0.294
C: -3.29626 -5.86797 2.72872  -0.576
C: -0.66345 0.30023 6.39071  -0.325
H: 2.96263 -7.63556 2.32397  0.376
H: 1.04737 2.68320 1.50449  0.529
H: 0.75509 -6.99147 3.13973  0.353
H: -2.32660 2.35535 7.40509  0.387
C: -2.16201 1.55952 8.13149  -0.921
H: -2.58772 -9.39825 2.45852  0.292
C: 0.36850 4.76620 1.13634  -1.253
H: -2.65808 -8.33248 3.93604  0.362
C: -2.88220 -7.44271 0.98773  -0.748
H: 7.30648 8.58091 -4.77738  0.313
H: 4.93627 6.48278 -5.33123  0.457
C: -2.01117 5.35634 0.47689  -0.273
H: 3.70682 1.81587 -3.88499  0.340
H: 6.83829 7.52564 -7.51123  0.341
H: -4.82881 -3.30519 -7.73289  0.321
H: -3.63161 3.09533 2.23912  0.433
H: -0.20272 -6.83280 0.88733  0.395
H: -3.46370 4.97812 10.07417  0.317
H: -1.62962 6.29273 0.88396  0.422
O: -0.30412 -3.25111 -1.04632  -0.616
H: -0.10395 1.12498 8.38753  0.436
H: 0.12109 -4.42435 -9.85387  0.394
H: 5.35068 0.55133 -2.78223  0.397
N: -3.60448 -3.27349 -5.98206  0.054
H: -1.27895 2.17801 1.42842  0.395
C: 2.16306 4.00893 2.84553  -0.473
H: -4.08573 5.13219 0.47327  0.351
H: -2.74234 0.04682 10.53423  0.395
C: -3.07795 3.40191 1.35167  -0.652
H: -1.02731 -0.27895 8.38587  0.370
C: -0.73155 -4.18987 -9.21659  -1.087
C: -3.65246 2.81870 9.79290  -0.531
C: -0.41750 3.72593 -3.37316  -1.582
N: -0.18141 -2.05069 -1.18034  0.972
H: -2.48173 -6.76598 0.23291  0.460
H: 0.21597 -5.04915 -7.49504  0.369
H: 6.45181 1.87340 -2.85543  0.302
H: -2.82063 -1.33798 -5.31055  0.462
H: 5.41862 2.89708 -5.71842  0.332
H: -1.35418 3.18731 -3.51676  0.401
H: -0.40280 -8.65309 0.68764  0.385
H: 5.73241 8.42536 -6.53372  0.359
N: 6.81688 5.41548 -5.26312  0.126
H: -1.13027 3.73125 9.01379  0.383
H: -1.37149 4.89619 11.06439  0.458
H: -1.13861 0.62508 10.74705  0.421
C: -0.40962 -7.79381 1.35824  -0.816
H: -4.70066 -7.46502 2.30150  0.326
H: 2.42523 -9.63632 0.85083  0.328
H: -0.25069 4.38404 -4.22590  0.394
H: 3.22906 -8.46083 -0.12116  0.363
C: -0.87283 3.52862 -0.89911  -0.949
H: 2.21694 5.09059 2.96881  0.399
C: 3.56863 3.44606 2.79003  -1.290
H: -1.73627 3.37895 11.90859  0.300
N: -1.74481 -7.56334 2.07139  0.330
H: -1.45945 5.17130 -2.28156  0.332
H: 1.69631 3.68873 3.77705  0.255
H: -2.28581 5.52910 -0.56371  0.040
H: 3.40911 2.37371 2.90273  0.315
H: 7.96217 5.42109 -7.12240  0.385
C: -2.29545 -3.45648 -6.78284  -0.864
N: -0.94804 4.18920 0.54776  0.490

These records have HOMO energy values of -7.7; -3.7; -13.2 eV, in the order they appear.
These records have max |F| values of 0.526; 3.059; 3.480 eV Å⁻¹, in the order they appear.
These records have DFT total energy values of -8016.86731; -1878.42292; -2405.96146 Eh, in the order they appear.